1.
14
Properties=species:S:1:pos:R:3:forces:R:3 method="wB97M-V/def2-TZVPD" e_homo_ha=-0.317 relative_energy_kj_mol=202.72 smiles="C=C(N)OCC=O"
C -0.30907 -2.14754 0.43001 -0.1 -0.3 0.3
C 0.25549 0.91215 -0.41592 0.2 0.2 -0.1
H 1.45300 -0.09729 0.90872 -0.1 0.2 -0.1
N 0.89642 0.75093 0.82533 0.1 0.0 -0.1
H -0.22138 2.09567 -2.09103 0.1 -0.1 0.1
H -2.15412 -1.20451 -0.07806 0.1 0.0 0.0
C -1.15670 -0.90300 0.25534 -0.1 -0.1 0.1
H 0.50868 -2.24733 -0.31668 0.0 0.0 0.0
C 0.42096 1.95841 -1.22897 0.0 -0.1 0.1
O -0.62034 -0.08015 -0.76254 0.1 0.1 0.0
O -0.49319 -2.97478 1.28593 0.1 0.4 -0.3
H 1.45945 1.56503 1.04571 -0.1 -0.2 0.0
H 1.21346 2.67407 -1.03608 -0.2 -0.1 0.0
H -1.25518 -0.38734 1.21519 0.0 0.0 -0.1

2.
14
Properties=species:S:1:pos:R:3:forces:R:3 method="wB97M-V/def2-TZVPD" e_homo_ha=-0.376 relative_energy_kj_mol=111.72 smiles="[H]/N=C1/CO[C@H](C)O1"
H -1.06552 -0.17904 1.70497 0.0 0.0 -0.1
H -2.73552 -0.00935 -0.17921 0.1 0.1 0.0
H -1.50117 0.78355 -1.18316 0.0 0.0 0.1
O -0.39378 -1.29501 0.12876 0.0 0.0 0.0
C -0.75855 -0.04057 0.66139 -0.4 0.2 0.1
C 1.41824 0.14030 0.01756 0.2 -0.1 -0.1
H 2.66652 1.53659 0.18566 0.0 -0.1 0.0
N 2.57034 0.59594 -0.19848 -0.2 0.0 0.1
C -1.84690 0.62714 -0.15612 0.0 0.0 0.0
C 0.90867 -1.21361 -0.41272 0.2 0.0 -0.1
H -2.11648 1.59517 0.27736 0.1 -0.2 0.0
H 0.90176 -1.29919 -1.50651 0.0 0.1 0.1
O 0.41265 0.77201 0.67432 0.1 0.0 0.0
H 1.53974 -2.01394 -0.01381 -0.1 0.1 0.0

3.
14
Properties=species:S:1:pos:R:3:forces:R:3 method="wB97M-V/def2-TZVPD" e_homo_ha=-0.373 relative_energy_kj_mol=248.72 smiles="O=C[C@]1(CO)CN1"
N 0.90855 1.03483 -0.41879 0.2 0.2 -0.1
H -0.79331 1.33952 -1.72023 0.1 -0.2 0.2
H 0.37155 0.07149 -2.33169 0.0 0.0 0.1
C -0.01507 0.61771 -1.47345 -0.1 0.1 -0.3
H -1.81968 0.91959 0.58292 0.3 -0.1 0.1
H -0.14255 -2.23578 -0.37224 0.2 -0.1 0.2
H 1.84546 0.66867 -0.58089 -0.1 0.0 0.0
O 1.69243 -1.65879 0.29739 -0.7 0.0 -0.4
O -0.47371 0.68590 2.11643 0.3 -0.1 0.2
C -1.05491 0.20775 0.92769 -0.1 -0.2 -0.4
C -0.00911 -0.05188 -0.15267 -0.2 0.1 0.3
H 0.48950 0.57933 2.06982 -0.4 0.1 0.0
C 0.56137 -1.43282 -0.07478 0.6 -0.1 0.1
H -1.56052 -0.74552 1.13049 -0.2 0.1 0.0

4.
14
Properties=species:S:1:pos:R:3:forces:R:3 method="wB97M-V/def2-TZVPD" e_homo_ha=-0.301 relative_energy_kj_mol=541.68
C 0.24071 0.04897 -0.93409 -0.3 -0.1 -0.2
H 0.74258 -1.38236 -0.06060 0.3 0.3 0.0
C 0.00104 1.22918 1.31330 0.0 0.0 -0.1
H -0.86731 -1.81447 -1.51207 0.1 0.1 0.3
N -1.55215 -0.39378 0.09558 0.2 -0.1 0.3
H -1.59736 -0.74153 1.05359 0.0 0.0 -0.2
H 2.39731 -0.89436 -0.61207 -0.1 0.0 0.3
C -0.67070 0.78760 0.02704 0.1 0.1 0.1
H -1.14422 1.66028 -0.45540 0.1 -0.2 0.1
O 1.72153 -0.63267 0.04145 -0.1 -0.2 -0.3
H 0.76969 0.46382 -1.78888 0.0 -0.2 0.2
C -0.54836 -1.12001 -0.73204 -0.1 0.1 -0.5
O -0.21832 0.72495 2.38064 0.0 0.1 -0.2
H 0.72555 2.06437 1.18356 -0.1 -0.2 0.1

5.
14
Properties=species:S:1:pos:R:3:forces:R:3 method="wB97M-V/def2-TZVPD" e_homo_ha="-0.295 / -0.295" relative_energy_kj_mol=582.84 smiles="O/C=C/C/C=N/O"
H -2.45906 0.19713 2.44817 0.0 -0.1 -0.1
H 1.70084 1.67924 0.28424 0.0 0.0 -0.4
H 1.79953 -0.03174 0.74963 -0.4 0.4 0.0
C -0.22710 0.80278 0.62591 -0.1 0.9 0.7
O -0.12147 -2.04448 -0.97123 0.2 -0.3 -0.7
H -0.76038 1.27186 -0.20803 -0.7 0.1 0.6
C -0.25260 -0.70958 -1.05979 0.2 -0.3 -0.7
H -1.30730 -0.44209 -1.11259 0.2 0.1 0.6
C 0.87344 0.10566 -1.16744 0.2 -0.6 0.0
O -2.14673 0.32640 1.54466 -0.3 0.4 0.2
N -0.75923 0.34831 1.68217 0.6 -0.2 -0.4
H 0.72711 -2.16591 -0.51422 -0.2 -0.3 -0.5
H 1.66907 -0.26110 -1.81200 0.3 -0.6 0.6
C 1.19904 0.71344 0.19153 -0.1 0.3 0.1

6.
14
Properties=species:S:1:pos:R:3:forces:R:3 method="wB97M-V/def2-TZVPD" e_homo_ha=-0.365 relative_energy_kj_mol=120.82 smiles="C[C@@]1(C(N)=O)CO1"
H 2.29341 -0.81617 0.07383 -0.2 -0.1 -0.1
H -2.87956 0.53497 0.79266 0.1 0.0 0.0
H -2.00946 0.80008 -0.68997 0.0 -0.1 0.1
C 1.27576 -1.20459 0.17361 0.0 0.0 -0.1
C 0.71518 1.10733 -0.78969 0.2 0.3 0.1
H 0.30111 2.07195 -0.50717 -0.2 -0.1 -0.2
H 1.13562 -1.53389 1.20678 0.0 0.0 -0.2
H 1.16333 -2.06376 -0.49030 -0.1 0.1 0.0
O -0.93395 -0.61388 1.90171 0.0 0.3 -0.4
C -0.94290 -0.07754 0.80798 0.0 0.0 0.2
C 0.26288 -0.12041 -0.12459 0.1 -0.1 0.2
O -0.11329 0.19227 -1.48124 0.1 -0.3 0.0
H 1.73412 1.11533 -1.17462 -0.1 0.1 0.2
N -2.00224 0.60834 0.30102 0.0 -0.1 0.0

7.
14
Properties=species:S:1:pos:R:3:forces:R:3 method="wB97M-V/def2-TZVPD" e_homo_ha=-0.350 relative_energy_kj_mol=167.25
H 2.34752 1.79820 0.18715 -0.2 -0.1 -0.1
H 0.77739 2.61144 -0.01868 0.1 -0.2 0.0
H 1.20576 1.91457 1.54639 0.0 -0.1 -0.2
N 0.87270 -0.44002 -0.76449 -0.8 -0.3 0.4
C 1.29238 1.77180 0.46399 0.1 -0.1 -0.1
O -1.73479 -2.30487 -1.32744 0.0 0.5 0.2
C -1.02964 -1.04882 0.59148 -0.2 -0.2 0.1
H -1.76916 -0.28093 -1.37387 0.1 -0.1 0.1
O -0.45801 0.23432 0.84323 0.0 0.1 0.1
C 0.64492 0.46206 0.07785 0.0 -0.2 -0.2
H -1.86985 -1.11355 1.28320 -0.1 0.0 0.0
H -0.30745 -1.84763 0.79156 -0.2 0.1 0.0
H 1.55492 -0.53380 -1.46372 1.3 0.8 -0.5
C -1.52669 -1.22277 -0.83663 -0.1 -0.3 0.0

8.
14
Properties=species:S:1:pos:R:3:forces:R:3 method="wB97M-V/def2-TZVPD" e_homo_ha=-0.372 relative_energy_kj_mol=345.71
C 0.68049 0.70264 -0.22451 0.4 -0.2 -0.7
H -0.15838 -1.63943 -2.26286 -0.1 0.0 -0.1
H -1.38916 -0.95639 0.44909 0.2 0.0 -0.1
C 0.49349 -0.71909 -0.69748 0.3 -0.3 0.1
H -0.26979 1.23302 -0.57506 2.6 -0.3 -1.0
N 0.27452 0.21274 1.20070 -0.6 0.6 -0.3
O -0.14051 -0.73318 -1.94137 -0.1 -0.4 -0.2
O -1.67785 1.39091 0.63829 -0.2 0.1 1.8
C -0.57939 1.32773 1.16393 -1.5 0.3 0.9
C -0.30504 -1.02155 0.58385 -0.1 -0.1 -0.1
H 0.00086 2.21110 1.48809 -0.4 0.1 0.2
H 1.66548 1.19320 -0.24904 -0.6 0.0 -0.4
H -0.03468 -1.93646 1.12197 0.0 0.3 0.0
H 1.43996 -1.26525 -0.69559 0.0 -0.1 -0.1

9.
14
Properties=species:S:1:pos:R:3:forces:R:3 method="wB97M-V/def2-TZVPD" e_homo_ha=-0.310 relative_energy_kj_mol=375.51 smiles="O/C=C1/CN1.C=O"
C 0.03932 0.43861 0.78479 0.0 -0.2 0.1
H -1.42802 -1.48371 0.04634 0.0 -0.1 0.1
H 0.93399 -1.61713 -1.10949 -0.1 0.0 0.0
C -0.22566 -0.72990 1.34430 0.2 0.2 0.1
O -0.94884 -1.34691 -1.80047 0.5 0.1 -0.1
H 0.68228 -0.39713 -2.51316 -0.1 -0.1 0.0
C 0.23841 -1.11841 -1.80876 -0.3 -0.1 -0.1
H -1.18531 1.81624 -0.06647 0.1 -0.1 0.0
H 1.75406 1.71615 0.20678 -0.1 0.0 0.1
O -1.19897 -1.60760 0.98636 -0.1 0.0 -0.2
N -0.32257 1.31300 -0.26762 -0.2 0.0 -0.1
C 0.77063 1.68095 0.67133 0.3 0.2 0.2
H 0.58661 2.46242 1.40599 0.0 -0.1 -0.1
H 0.35389 -1.07723 2.19326 0.0 0.1 -0.1

10.
14
Properties=species:S:1:pos:R:3:forces:R:3 method="wB97M-V/def2-TZVPD" e_homo_ha=-0.365 relative_energy_kj_mol=180.89 smiles="C[C@@H](C=O)C(N)=O"
H 1.67335 -1.48276 -0.47789 -0.1 0.1 0.0
O -2.17334 1.54802 -0.46936 -0.4 1.3 1.1
H 2.96472 -0.35424 -0.38886 -0.2 0.0 0.1
H -0.54456 -1.93996 -0.24519 0.0 0.2 0.1
C 1.13574 0.50499 -0.20234 -0.2 0.2 -0.5
H -0.85227 2.19753 0.90318 0.1 -0.1 0.2
H -0.36297 -1.31871 1.40506 0.0 0.2 -0.1
C -1.14669 1.42972 0.18399 -1.1 0.4 0.0
H -1.89226 -1.11735 0.51906 0.1 -0.1 0.0
H -1.17108 0.34315 -1.10946 3.1 -1.7 -0.2
N 1.99064 -0.56489 -0.21398 -0.1 0.1 -0.2
C -0.37614 0.21657 -0.21888 -0.8 0.0 -0.7
C -0.80328 -1.10961 0.42524 -0.1 -0.1 0.1
O 1.55813 1.64755 -0.11056 -0.4 -0.4 -0.1

11.
14
Properties=species:S:1:pos:R:3:forces:R:3 method="wB97M-V/def2-TZVPD" e_homo_ha=-0.359 relative_energy_kj_mol=164.03 smiles="C/N=C1/COCO1"
H -1.91110 -1.26402 1.00005 0.0 0.1 -0.1
O -2.16114 0.55800 0.04677 -0.1 0.0 -0.1
H -0.97675 2.24518 0.09465 0.0 -0.2 0.0
C 2.33147 -0.33011 -0.42376 0.2 -0.2 -0.1
H 3.28709 0.05078 -0.05521 -0.1 -0.2 -0.1
H 2.12054 -1.28993 0.06893 0.0 0.2 -0.1
O -0.43516 -0.85437 -0.37392 0.2 0.1 0.1
N 1.33173 0.67647 -0.12989 -0.4 -0.1 0.2
C -0.99208 1.22375 0.47486 0.2 0.2 0.2
C -1.80546 -0.79266 0.01018 -0.3 -0.2 0.0
H -0.92383 1.24396 1.57791 0.0 0.0 -0.2
H -2.41775 -1.30129 -0.73502 0.1 0.0 0.1
H 2.42970 -0.52079 -1.49998 -0.1 0.1 0.1
C 0.12274 0.35500 -0.05557 0.2 0.2 0.0

12.
14
Properties=species:S:1:pos:R:3:forces:R:3 method="wB97M-V/def2-TZVPD" e_homo_ha="-0.309 / -0.309" relative_energy_kj_mol=536.23
H -0.78167 1.44114 -0.61687 0.1 -0.1 0.1
C -1.21306 -0.74479 0.06369 -0.1 0.0 0.1
N 1.98783 0.11095 -0.64137 -0.4 -0.1 0.0
H -2.20381 -0.79233 -0.39747 0.2 0.0 0.1
C -0.05155 -1.55059 -0.61306 0.1 -0.2 -0.1
H 1.07676 1.51164 0.90254 0.0 0.0 -0.1
C 0.71287 -0.24391 -0.58615 0.3 0.1 0.0
O 0.16593 1.41187 1.38993 0.0 0.2 0.0
C -0.41114 0.51445 -0.18388 -0.1 0.1 -0.2
H -1.29682 -0.95999 1.13242 0.0 0.0 -0.2
O 2.20070 1.28192 -0.16990 -0.1 0.0 0.1
H -0.21622 2.30378 1.37980 0.1 -0.2 0.1
H 0.35252 -2.39184 -0.04230 0.0 0.2 0.0
H -0.32233 -1.89230 -1.61737 0.1 0.0 0.2

13.
14
Properties=species:S:1:pos:R:3:forces:R:3 method="wB97M-V/def2-TZVPD" e_homo_ha=-0.265 relative_energy_kj_mol=611.48
C 2.13558 0.76615 0.22774 1.1 1.7 -0.8
H 3.20523 0.53089 0.23581 -0.7 -1.2 0.6
H 0.90097 1.44320 -1.48244 -0.1 0.5 -0.5
N -2.52091 -2.47476 -0.13394 0.1 0.4 -0.4
H -0.45491 1.76815 -0.03610 -0.2 -1.7 2.0
O -2.63561 -0.74309 1.38552 -0.7 1.1 1.4
H 1.71263 -0.13157 -1.69693 0.4 -1.5 -1.6
C 1.35963 0.57998 -1.04273 -0.3 1.4 0.6
C -2.72297 -1.69325 0.72829 1.2 0.4 -0.7
O -0.31049 1.11221 0.75879 1.2 2.6 -1.9
H 2.10223 1.79326 0.49760 -0.3 1.0 0.5
H -2.71576 -3.37133 -0.41990 -0.6 -1.9 -0.4
C 0.83735 0.06592 0.22177 0.1 -2.4 1.2
H -0.89298 0.35422 0.75651 -1.3 -0.4 -0.1

14.
14
Properties=species:S:1:pos:R:3:forces:R:3 method="wB97M-V/def2-TZVPD" e_homo_ha=-0.367 relative_energy_kj_mol=107.03 smiles="O=CCCNC=O"
O -0.83876 -0.24069 3.23835 -0.3 0.6 0.0
N 0.35239 -0.20811 -1.36679 -0.8 -0.3 -1.3
H 1.35099 0.16503 0.32300 0.0 0.0 0.4
H -0.03884 -1.82784 2.46385 0.1 -0.2 -0.6
C -0.67903 -0.39979 0.86195 -0.3 0.1 -1.0
H -1.47051 -1.02667 0.42730 0.1 -0.1 0.0
H -0.36120 -0.68152 -1.91679 0.2 -0.3 0.4
C -0.50718 -0.84692 2.25580 0.3 -0.4 1.3
O 0.38113 1.33905 -3.06394 -0.1 -0.4 0.3
H -1.06506 0.61777 0.80227 0.1 0.1 0.3
H 1.03336 -1.52851 0.14155 -0.1 -0.2 -0.3
H 1.34558 1.57326 -1.28212 0.0 -0.1 -0.3
C 0.58601 -0.54664 0.00906 0.1 0.6 0.2
C 0.70240 0.96460 -1.95889 0.5 0.6 0.6

15.
14
Properties=species:S:1:pos:R:3:forces:R:3 method="wB97M-V/def2-TZVPD" e_homo_ha=-0.343 relative_energy_kj_mol=511.91 smiles="C[C@]1(C=O)CN1O"
N -0.38850 0.91890 0.64265 0.0 -0.2 0.3
C -0.01721 -0.24618 -0.07239 -0.1 -0.1 -0.1
O 1.56450 -1.55203 -1.15883 -0.4 0.4 -0.5
H -1.30168 2.46064 0.91659 -0.2 0.2 -0.4
C 0.99889 0.74666 0.71542 0.0 -0.1 0.4
H -1.90251 -0.99796 -0.54112 0.3 -0.1 0.2
O -0.91661 2.09566 0.10681 0.1 0.7 -0.3
H 1.56111 1.42096 0.04038 -0.1 -0.6 0.1
H 1.52503 0.51689 1.63332 -0.3 -0.1 0.3
H 1.22077 0.29568 -1.89914 0.0 0.1 -0.1
C -1.06296 -1.35429 0.08475 0.2 -0.1 0.2
C 0.96899 -0.49567 -1.17758 0.0 -0.1 -0.2
H -0.75558 -2.32276 -0.30992 0.2 0.1 0.2
H -1.46431 -1.45192 1.09444 0.3 0.0 0.0

16.
14
Properties=species:S:1:pos:R:3:forces:R:3 method="wB97M-V/def2-TZVPD" e_homo_ha=-0.322 relative_energy_kj_mol=495.66
C -1.08553 -0.20932 -0.70462 -0.2 0.2 -0.2
H -0.67242 -1.58512 1.34606 0.0 0.0 -0.1
O 0.50536 0.31722 1.02645 0.0 0.0 0.1
C 0.09648 -1.83464 0.58079 -0.4 0.0 -0.1
H 2.48569 -0.05399 0.97801 -0.1 0.1 -0.1
H 1.73136 -0.04008 -0.63019 0.0 0.1 0.1
H 2.00737 1.51003 0.23776 0.0 -0.1 0.0
H -1.40774 0.98303 1.05832 0.1 -0.1 -0.1
N -1.93667 0.04210 -1.59240 0.3 -0.2 0.3
C -0.61233 0.81175 0.32561 0.0 0.0 0.0
H -2.09977 -0.77152 -2.18655 0.0 0.1 0.0
H -0.40191 1.76159 -0.18044 0.0 -0.2 0.0
C 1.75097 0.45132 0.34998 0.2 0.1 -0.1
O -0.36086 -1.38238 -0.60878 0.2 -0.2 0.0

17.
14
Properties=species:S:1:pos:R:3:forces:R:3 method="wB97M-V/def2-TZVPD" e_homo_ha=-0.316 relative_energy_kj_mol=163.94 smiles="C=C(O)N(C)C=O"
C 1.92028 0.45093 0.24523 -0.2 0.5 0.2
C -0.83575 1.23106 0.72657 -0.1 0.0 0.1
O 1.02785 -1.14250 -1.15359 0.2 0.1 -0.1
N -0.49943 0.02759 0.12230 0.1 0.1 0.1
H 1.97623 -1.27838 -0.96209 -0.4 -0.6 -0.8
O -1.95867 1.51989 1.06241 0.2 -0.1 -0.1
H -2.37419 -0.78828 0.47321 0.1 -0.1 -0.1
H 1.98277 0.93634 1.20227 -0.2 0.4 -0.1
H 0.03784 1.88632 0.86682 -0.2 0.0 -0.1
H -2.00810 -0.55127 -1.24751 0.1 0.0 0.2
C 0.82523 -0.18591 -0.21863 0.1 0.3 0.3
C -1.58887 -0.85872 -0.28168 0.0 -0.1 0.0
H -1.21797 -1.87958 -0.36130 0.0 0.1 0.0
H 2.71279 0.63250 -0.47400 0.3 -0.5 0.3

18.
14
Properties=species:S:1:pos:R:3:forces:R:3 method="wB97M-V/def2-TZVPD" e_homo_ha=-0.322 relative_energy_kj_mol=583.57
N -1.24965 0.94193 -0.01461 0.1 0.1 0.4
C 0.04456 -1.06854 -0.11688 0.1 -0.4 0.0
H -1.46416 -0.60521 -1.80404 0.0 0.1 0.1
C 0.17270 1.26910 -0.15890 0.1 0.1 0.0
H -1.55253 0.31872 -1.30758 0.0 -0.3 -0.4
H 0.47425 1.39483 -1.21760 0.0 0.0 0.1
O 2.25301 -0.07441 -0.02776 0.1 -0.2 0.0
H 0.84018 0.06530 1.49720 0.0 0.0 -0.1
O 0.37204 -2.19774 -0.36956 -0.2 0.5 0.1
H 2.44811 -1.02279 -0.07964 0.0 0.1 0.0
H 0.39796 2.19801 0.36774 0.0 -0.1 -0.1
H -2.24337 -0.94670 -0.03730 0.1 0.1 -0.1
C 0.92830 0.05303 0.39581 -0.2 0.0 0.0
C -1.33424 -0.39945 -0.28954 -0.1 -0.2 0.2